1.
Here is a structure of composition C10H21N3PTc in a non-equilibrium geometry from the Open Molecules 2025 dataset. Energies are from ωB97M-V/def2-TZVPD.

Geometry as XYZ:
```
36
C10H21N3PTc (ωB97M-V/def2-TZVPD)
C 4.695 0.269 -1.864
C 4.925 1.669 -1.879
C 4.055 2.254 -2.854
C 3.368 1.204 -3.532
C 3.709 -0.024 -2.925
Tc 0.918 0.271 0.764
P 1.742 -0.970 2.419
H 5.161 -0.463 -1.203
H 5.632 2.202 -1.238
H 3.899 3.327 -3.002
H 3.328 -1.009 -3.191
H 2.678 1.325 -4.370
H 1.581 -0.482 3.745
H 3.122 -1.306 2.459
H 1.172 -2.277 2.550
C -2.842 -1.584 -1.481
N -2.952 -0.989 -0.149
C -4.269 -0.560 0.282
C -1.848 -0.475 0.437
N -0.655 -0.630 -0.129
N -1.897 0.261 1.567
C -2.830 0.032 2.641
C -0.678 1.040 1.899
H -3.838 -1.928 -1.773
H -2.177 -2.460 -1.469
H -2.504 -0.855 -2.239
H -4.573 -1.110 1.182
H -4.303 0.523 0.462
H -4.982 -0.806 -0.506
H -0.619 -1.304 -0.888
H -2.335 0.308 3.574
H -3.716 0.667 2.550
H -3.132 -1.016 2.708
H 1.559 1.757 0.913
H -0.815 2.084 1.550
H -0.579 1.054 2.993
```

- expectation value of S² = 3.785
- E_LUMO (alpha / beta) (eV) = -3.52 / -4.10
- charge = +1
- Kohn-Sham gap (alpha / beta) (eV) = 7.035 / 6.341
- spin multiplicity = 4
- calculated total energy (eV) = -26656.6603

***

2.
Here is a cluster of 2 separate species, C10H21NO5PS2 in total in a non-equilibrium geometry from the Open Molecules 2025 dataset. Energies are from ωB97M-V/def2-TZVPD.

Geometry as XYZ:
```
40
C10H21NO5PS2 (ωB97M-V/def2-TZVPD)
C 2.731 1.671 2.175
C 2.160 0.691 1.005
C 2.297 -0.857 1.381
O 2.119 -1.741 0.224
C 1.587 -2.975 0.652
O 2.181 -4.057 0.698
C 0.034 -2.969 1.139
S 0.017 -3.617 2.880
P -0.266 -1.990 4.231
O 0.866 1.070 0.496
C -0.170 0.881 1.408
O -0.090 0.553 2.613
C -1.658 1.177 0.850
S -2.860 -0.183 1.341
H 1.883 2.418 2.368
H 3.695 2.188 1.880
H 2.836 0.999 3.099
H 2.900 0.848 0.135
H 3.398 -1.001 1.692
H 1.673 -1.164 2.281
H -0.543 -3.654 0.436
H -0.326 -1.892 1.052
H -1.492 -1.334 3.836
H -0.373 -2.401 5.602
H 0.772 -0.999 4.185
H -1.631 1.146 -0.303
H -2.030 2.213 1.178
H -3.136 -0.859 0.142
C -1.307 2.091 -2.761
O -2.203 2.782 -2.313
N -1.360 1.391 -3.927
C -0.247 0.589 -4.394
C -2.570 1.449 -4.727
H -0.345 1.978 -2.233
H 0.077 0.962 -5.369
H -0.572 -0.451 -4.491
H 0.590 0.638 -3.697
H -2.765 2.486 -5.006
H -3.410 1.083 -4.133
H -2.463 0.841 -5.625
```

- E_LUMO (eV) = -4.26
- charge = +1
- Kohn-Sham gap (eV) = 7.202
- calculated total energy (eV) = -53387.7603

***

3.
Here is a cluster of 2 separate species, C10H21NOS in total in a non-equilibrium geometry from the Open Molecules 2025 dataset. Energies are from ωB97M-V/def2-TZVPD.

Geometry as XYZ:
```
34
C10H21NOS (ωB97M-V/def2-TZVPD)
C -0.606 -2.277 2.873
C -0.101 -0.964 3.427
C -0.411 -1.133 1.987
C -0.808 -0.052 4.314
C 0.405 -2.600 -0.001
C -0.785 1.612 -4.169
C 0.869 -0.194 -3.457
C 0.054 2.699 0.280
C 0.659 -1.263 0.848
C 0.107 1.151 -3.036
N 1.075 -0.242 0.110
O -0.681 2.524 -0.930
S -0.768 0.922 -1.470
H 0.085 -3.021 2.849
H -1.657 -2.584 2.958
H 0.977 -1.121 3.698
H -1.300 -0.597 1.707
H -0.485 0.944 4.102
H -0.581 -0.436 5.431
H -1.838 -0.039 4.282
H 1.182 -3.350 0.343
H 0.389 -2.397 -1.014
H -0.523 -3.000 0.307
H -1.770 1.092 -4.285
H -0.959 2.647 -4.052
H -0.190 1.663 -5.256
H 1.679 0.052 -4.050
H 0.208 -0.865 -4.021
H 1.338 -0.745 -2.526
H 0.285 1.806 0.917
H -0.594 3.370 0.873
H 0.876 3.327 -0.003
H 1.543 -1.601 1.275
H 0.819 1.870 -2.771
```

- E_LUMO (alpha / beta) (eV) = -0.01 / -0.05
- charge = 0
- energy above the lowest of the compared OMol25 structures with the same formula, charge and spin (kcal per mole) = 77.6
- Kohn-Sham gap (alpha / beta) (eV) = 7.966 / 7.781
- calculated total energy (eV) = -25075.7964

***

4.
Here is a structure of composition C10H22AlF5N3O3S in a non-equilibrium geometry from the Open Molecules 2025 dataset. Energies are from ωB97M-V/def2-TZVPD.

Geometry as XYZ:
```
45
C10H22AlF5N3O3S (ωB97M-V/def2-TZVPD)
N 2.511 0.130 1.479
C 1.268 0.492 0.958
N 1.136 1.980 0.575
N 0.153 -0.508 0.745
C -0.260 -0.511 -0.730
C -1.601 -1.418 -1.018
C -2.031 -1.193 -2.587
C -2.475 0.356 -2.954
Al -3.308 1.394 -1.384
S -5.591 1.602 -1.495
O -5.947 3.136 -1.394
O -6.107 1.129 -2.876
C -6.501 0.795 -0.033
F -5.676 0.973 1.186
F -7.803 1.517 0.156
C -6.800 -0.811 -0.262
F -7.503 -1.410 0.922
F -7.691 -1.068 -1.445
F -5.449 -1.446 -0.479
H 2.510 -0.907 1.682
H 1.351 1.983 -0.453
H 0.089 2.147 0.620
H -0.721 -0.246 1.258
H -0.492 0.615 -0.998
H 0.664 -0.830 -1.391
H -2.474 -1.262 -0.253
H -1.259 -2.554 -0.897
H -2.817 -1.995 -2.970
H -1.048 -1.400 -3.229
H -1.458 0.921 -3.218
H -3.116 0.416 -3.958
H -2.726 2.895 -1.496
H -2.793 0.873 0.053
C 6.695 0.770 2.398
C 6.482 -0.702 2.083
C 7.661 -1.544 2.546
O 6.308 -0.865 0.678
H 7.583 1.156 1.885
H 5.845 1.365 2.049
H 6.817 0.930 3.474
H 5.565 -1.054 2.570
H 8.582 -1.241 2.037
H 7.499 -2.600 2.301
H 7.811 -1.454 3.626
H 7.117 -0.555 0.238
```

- E_LUMO (eV) = 2.46
- charge = -1
- Kohn-Sham gap (eV) = 8.580
- calculated total energy (eV) = -52354.5157

***

Question: What is the formula in the third record?
Answer: C10H21NOS